(1)
Here is the ion C3H8N3O with charge +1 from the Open Molecules 2025 dataset. Energies are from wB97M-V/def2-TZVPD.

Each line ends with the Mulliken spin population.
Cartesian coordinates (Å):
C  0.82  -0.64  0.71  -0.013
C  0.95  -2.20  0.65  0.137
C  -1.40  1.58  -1.27  0.014
N  1.81  -0.02  1.07  0.774
N  -0.33  -0.27  0.14  0.051
N  -0.75  1.43  -0.10  0.515
O  -0.19  2.16  0.61  0.470
H  0.89  -2.29  -0.39  -0.005
H  0.16  -2.48  1.33  0.001
H  1.90  -2.35  1.10  -0.006
H  -2.16  0.83  -1.39  0.010
H  -0.68  1.60  -2.04  0.022
H  -1.96  2.57  -1.21  0.006
H  1.97  0.91  1.19  0.026
H  -1.03  -0.81  -0.41  -0.003

## Properties
<S²>	2.0120
gap between HOMO and LUMO (alpha / beta)	0.336 / 0.265	Ha
strongest force on any atom	5.8	eV/Å
electronic energy	-9744.247	eV
ΔE to the lowest compared entry with this formula, charge and spin	3.707	eV
lowest unoccupied orbital energy (alpha / beta)	-3.7 / -8.2	eV
charge	+1
2S+1	3

(2)
Here is a structure of composition C43H61As3BrN2O4RuSb2 from the Open Molecules 2025 dataset. Energies are from wB97M-V/def2-TZVPD.

Each line ends with the Mulliken spin population.
Cartesian coordinates (Å):
Ru  0.08  -0.30  -0.57  0.014
O  5.85  2.51  3.82  0.000
C  5.51  3.04  2.64  0.003
O  5.82  4.16  2.35  0.000
C  4.68  2.19  1.70  0.008
C  4.83  2.39  0.34  -0.006
C  4.00  1.75  -0.56  0.004
C  2.96  0.94  -0.11  -0.012
C  2.81  0.75  1.26  0.020
C  3.68  1.34  2.16  -0.003
N  2.02  0.32  -1.01  -0.012
C  2.39  0.06  -2.18  -0.002
C  1.45  -0.49  -3.14  -0.004
C  1.85  -0.85  -4.42  0.001
C  0.95  -1.48  -5.25  -0.001
C  -0.33  -1.72  -4.79  0.000
C  -0.68  -1.29  -3.52  -0.002
N  0.19  -0.68  -2.72  0.004
H  5.64  1.57  3.88  0.000
H  5.61  3.06  -0.01  -0.001
H  4.14  1.91  -1.62  0.000
H  2.00  0.11  1.60  0.000
H  3.55  1.16  3.22  -0.002
H  3.43  0.18  -2.46  0.000
H  2.87  -0.63  -4.73  0.000
H  1.24  -1.80  -6.25  0.000
H  -1.06  -2.23  -5.41  0.000
H  -1.68  -1.44  -3.13  0.000
C  2.21  5.13  3.38  -0.001
Sb  1.43  4.13  1.65  0.149
C  0.12  2.90  2.82  0.015
C  -0.31  5.59  1.32  0.092
C  -0.25  6.13  -0.01  0.189
C  0.48  7.35  -0.20  0.005
C  0.62  7.91  -1.43  0.075
C  0.04  7.27  -2.56  0.156
C  -0.66  6.10  -2.43  -0.065
C  -0.85  5.49  -1.17  0.189
C  -1.69  4.30  -1.11  0.020
Sb  -0.62  2.31  -1.51  0.118
C  -1.73  2.14  -3.33  0.007
C  1.08  3.15  -2.52  0.001
H  3.07  5.74  3.10  0.001
H  2.54  4.36  4.09  0.001
H  1.45  5.75  3.84  0.003
H  -0.59  3.52  3.36  0.001
H  0.72  2.34  3.54  0.003
H  -0.41  2.21  2.17  -0.011
H  -0.12  6.33  2.10  0.014
H  -1.17  4.95  1.54  0.003
H  0.90  7.83  0.68  0.000
H  1.16  8.84  -1.54  0.002
H  0.15  7.72  -3.54  0.002
H  -1.13  5.66  -3.30  0.004
H  -2.37  4.24  -1.95  0.009
H  -2.21  4.15  -0.17  0.005
H  -1.39  2.91  -4.02  0.000
H  -2.79  2.24  -3.11  -0.001
H  -1.57  1.16  -3.77  0.000
H  0.77  4.04  -3.07  0.006
H  1.47  2.42  -3.24  -0.005
H  1.88  3.43  -1.83  -0.003
C  -0.35  -0.36  3.83  0.000
As  -0.91  -0.59  1.97  -0.001
C  -2.62  0.33  2.09  0.002
C  -1.66  -2.41  2.09  -0.003
C  -0.73  -3.64  2.05  0.001
C  0.43  -3.47  3.02  0.000
C  -0.22  -3.91  0.64  0.002
As  0.89  -2.60  -0.26  0.008
C  2.66  -2.83  0.50  0.000
C  1.16  -3.62  -1.89  -0.002
C  -1.62  -4.83  2.49  0.001
As  -1.14  -6.74  2.29  0.000
C  0.80  -6.87  2.54  0.000
C  -1.25  -7.01  0.35  0.000
H  0.71  -0.58  3.98  0.000
H  -0.94  -1.01  4.46  0.000
H  -0.54  0.68  4.12  0.000
H  -3.33  -0.29  2.64  0.000
H  -3.01  0.55  1.10  -0.001
H  -2.49  1.27  2.63  0.001
H  -2.39  -2.47  1.29  0.000
H  -2.20  -2.42  3.03  0.000
H  1.05  -2.61  2.74  0.000
H  1.07  -4.35  3.03  0.000
H  0.07  -3.30  4.04  0.000
H  -1.06  -4.08  -0.04  0.000
H  0.39  -4.81  0.64  0.001
H  2.87  -3.88  0.66  0.000
H  2.78  -2.29  1.44  0.000
H  3.38  -2.43  -0.21  0.000
H  1.54  -4.61  -1.62  0.000
H  1.88  -3.13  -2.54  0.000
H  0.22  -3.73  -2.42  0.000
H  -2.58  -4.78  1.97  0.000
H  -1.84  -4.71  3.55  0.000
H  1.05  -6.60  3.57  0.000
H  1.38  -6.25  1.85  0.000
H  1.07  -7.91  2.38  0.000
H  -2.16  -6.54  -0.03  0.000
H  -1.33  -8.08  0.17  0.000
H  -0.38  -6.62  -0.19  0.000
Br  -4.52  -5.68  -1.91  0.000
C  -4.82  -3.81  -1.83  0.001
C  -6.09  -3.31  -2.07  0.000
C  -6.29  -1.93  -1.98  0.000
C  -5.25  -1.08  -1.66  0.000
C  -3.98  -1.60  -1.44  0.002
C  -3.76  -2.98  -1.52  -0.001
C  -2.84  -0.68  -1.10  0.002
O  -2.97  0.54  -1.25  -0.002
O  -1.77  -1.28  -0.64  -0.005
H  -6.90  -3.97  -2.34  0.000
H  -7.28  -1.53  -2.17  0.000
H  -5.40  -0.01  -1.58  0.000
H  -2.77  -3.38  -1.36  0.000

## Properties
<S²>	0.7670
gap between HOMO and LUMO (alpha / beta)	0.217 / 0.134	Ha
strongest force on any atom	2.5	eV/Å
electronic energy	-324953.284	eV
ΔE to the lowest compared entry with this formula, charge and spin	0.000	eV
lowest unoccupied orbital energy (alpha / beta)	-6.0 / -8.2	eV
charge	+2
2S+1	2

(3)
Here is the ion C4H6F2NO with charge +1 from the Open Molecules 2025 dataset. Energies are from wB97M-V/def2-TZVPD.

Each line ends with the Mulliken charge.
Cartesian coordinates (Å):
C  -1.06  0.03  0.67  -0.190
C  0.92  -0.77  -0.27  0.261
C  -1.13  -0.41  1.95  0.383
C  0.09  1.31  -1.09  -0.923
N  0.05  0.19  -0.17  0.026
O  1.78  -0.73  -1.24  -0.469
F  -2.25  -0.51  2.58  -0.173
F  -0.03  -0.81  2.57  -0.187
H  -1.99  0.48  0.20  0.304
H  0.74  -1.63  0.30  0.409
H  0.45  2.17  -0.67  0.380
H  -0.79  1.30  -1.74  0.383
H  1.01  1.03  -1.62  0.362
H  2.22  -1.65  -1.46  0.434

## Properties
gap between HOMO and LUMO	0.356	Ha
strongest force on any atom	3.5	eV/Å
structure (SMILES)	C/[N+](C=C(F)F)=C\O
electronic energy	-13208.915	eV
ΔE to the lowest compared entry with this formula, charge and spin	0.041	eV
lowest unoccupied orbital energy	-4.5	eV
charge	+1
2S+1	1